Below is a cluster of 2 separate species, C20H38N3O8PS in total, with properties calculated with the ωB97M-V functional and the def2-TZVPD basis.

## Properties
* energy relative to the best compared isomer or geometry (same formula, charge and spin): 117.81 kJ/mol

ORCA input file:
```
! RIJCOSX wB97M-V def2-TZVPD def2/J DEFGRID3
* xyz 0 1
S 5.214 0.066 -0.443
P -2.411 2.861 -2.367
O -2.806 2.493 -0.820
O -3.931 2.308 -2.783
O 3.558 -2.365 -0.739
O 1.362 -5.483 1.259
O -2.906 4.432 -2.420
O 1.341 0.487 2.836
O 4.543 0.630 3.727
O -0.924 3.004 -2.226
N 0.162 -2.939 2.967
N -1.935 -3.082 1.811
N -1.678 -1.523 3.610
C -0.578 -1.027 1.478
C -2.962 5.493 -4.599
C 2.143 -4.763 0.281
C -0.958 -2.169 2.465
C 1.433 -1.799 0.157
C 0.572 -2.839 -0.551
C 1.734 0.048 1.792
C -2.253 5.375 -3.262
C 0.891 -0.996 1.073
C 1.267 -4.208 -0.848
C 2.203 -5.627 2.406
C -4.242 2.082 -4.159
C 3.062 0.497 1.225
C -1.856 1.887 0.052
C 3.622 -0.297 0.318
C 3.948 1.829 3.245
C -1.261 2.929 0.979
C 2.900 -1.579 -0.137
C 3.671 1.795 1.712
C -3.123 1.399 -4.919
H -2.187 -3.808 2.481
H 2.280 -4.654 2.929
H -5.129 1.447 -4.178
H 2.934 2.602 1.520
H 2.815 -5.523 -0.175
H 0.315 -2.399 -1.540
H -3.443 1.149 -5.931
H 0.706 -2.330 3.580
H -1.153 -1.160 0.546
H -0.383 -3.049 -0.055
H 0.457 -4.932 -1.059
H 4.593 2.073 1.189
H -2.813 0.485 -4.410
H -2.287 6.336 -2.746
H 1.872 -6.451 3.050
H 3.005 2.042 3.769
H -4.033 5.650 -4.457
H -2.169 -2.235 4.152
H 4.873 0.914 -1.457
H -0.248 -3.658 3.564
H 3.228 -5.860 2.041
H -2.795 -2.569 1.633
H -2.433 -0.932 3.257
H 2.729 -4.008 0.823
H 1.852 -4.135 -1.777
H 4.663 2.657 3.412
H -0.880 -0.056 1.895
H -4.519 3.029 -4.629
H -2.557 6.324 -5.179
H -2.243 2.049 -4.995
H -2.388 1.138 0.643
H -1.202 5.122 -3.412
H -0.502 2.487 1.628
H 4.000 0.283 4.444
H -2.835 4.579 -5.185
H -0.808 3.746 0.416
H -1.080 1.362 -0.509
H -2.042 3.368 1.602
*
```

Mulliken population analysis, charges in e, atoms 1 to 2:
1 S -0.189
2 P 1.156

---

Below is a structure of composition C20H39BF4N2PPdSSi, with properties calculated with the ωB97M-V functional and the def2-TZVPD basis.

## Properties
* E_tot: -2476.06113 Eh

ORCA input file:
```
! RIJCOSX wB97M-V def2-TZVPD def2/J DEFGRID3
* xyz -1 1
Pd 0.796 0.747 -0.580
S 1.824 -0.127 -2.526
P -0.239 1.627 1.380
Si 0.969 -1.451 0.499
F -3.045 1.104 -1.908
F -0.914 0.274 -1.271
F -2.858 -1.038 -0.902
F -2.062 -0.690 -3.112
N 3.855 -0.558 -4.238
N 1.919 -1.503 -4.837
C -2.204 -0.309 0.809
C -1.378 -2.933 1.228
C 2.832 -1.868 -5.890
C -1.083 -2.568 -1.138
C 0.043 4.478 1.635
C -1.865 1.169 0.616
C -0.377 0.352 3.874
C 0.640 3.216 1.010
C 2.539 -0.734 -3.878
C -2.265 -3.268 -1.393
C 2.131 3.098 1.350
C 1.215 -0.996 2.274
C -0.384 1.750 3.246
C 2.434 -2.330 -0.213
C -3.057 2.071 0.943
C -0.620 -2.389 0.177
C 4.155 -1.224 -5.480
C -3.005 -3.798 -0.339
C -2.562 -3.630 0.970
C -1.556 2.554 3.833
B -2.220 -0.088 -1.798
H 2.315 1.168 0.034
H -2.460 -0.533 1.858
H -2.608 -3.399 -2.416
H 0.553 2.227 3.592
H 2.579 -3.306 0.261
H -0.528 -2.169 -1.986
H -1.349 -0.943 0.489
H 0.360 -0.435 2.664
H -2.797 3.137 0.787
H 2.672 4.007 1.012
H -3.083 -0.578 0.185
H 0.942 -1.760 -4.778
H 4.502 -0.485 -6.208
H 0.570 3.339 -0.093
H -1.299 -0.208 3.639
H 3.350 -1.749 -0.067
H 2.572 2.222 0.829
H 4.942 -1.964 -5.308
H -3.924 -4.341 -0.538
H 4.504 -0.022 -3.676
H 0.501 -0.226 3.516
H -3.898 1.824 0.260
H -3.137 -4.044 1.794
H 2.105 -0.372 2.398
H 2.298 2.985 2.440
H 2.314 -2.496 -1.288
H -1.683 1.310 -0.472
H 1.345 -1.886 2.898
H 0.175 4.483 2.734
H -0.307 0.431 4.980
H -1.027 4.579 1.363
H -1.690 3.551 3.382
H -2.501 1.992 3.770
H 2.899 -2.958 -5.944
H -1.063 -2.824 2.264
H -1.384 2.699 4.921
H -3.449 1.914 1.955
H 2.457 -1.477 -6.840
H 0.574 5.372 1.244
*
```

Mulliken population analysis, charges in e, atoms 1 to 2:
1 Pd -0.521
2 S 0.000

---

Below is a cluster of 3 separate species, C20H39BN2O12P in total, with properties calculated with the ωB97M-V functional and the def2-TZVPD basis.

## Properties
* energy relative to the best compared isomer or geometry (same formula, charge and spin): 197.54 kJ/mol

ORCA input file:
```
! RIJCOSX wB97M-V def2-TZVPD def2/J DEFGRID3
* xyz 1 1
P -4.422 -3.639 3.164
O 0.743 -3.723 1.701
O 0.259 -0.786 -1.357
O -1.077 8.394 -5.868
O -4.997 -5.132 2.711
O 0.157 0.629 -5.744
O -5.664 -2.573 2.761
O -1.169 7.097 -4.136
O 0.488 6.771 -5.646
O -4.234 -3.539 4.632
O 1.229 2.005 -4.294
O 1.611 -2.676 -0.798
O 1.622 2.017 -6.525
N -1.242 -2.551 4.989
N -0.519 -3.281 1.535
C 0.279 0.404 -0.537
C -2.052 -1.824 0.191
C -3.193 -2.195 1.039
C 3.206 0.424 3.595
C 0.505 -0.647 2.999
C -0.646 6.008 -3.378
C -0.725 -2.405 0.458
C -0.487 7.362 -5.258
C 1.420 -3.123 2.836
C 2.583 3.056 -6.322
C 4.281 -1.888 3.500
C -0.555 0.083 -4.638
C -0.450 8.790 -7.089
C -1.350 -4.670 3.511
C -1.582 -3.655 2.356
C 1.764 -1.596 2.683
C -1.343 -4.037 4.969
C 1.025 1.594 -5.410
C 2.891 -1.141 3.727
C -2.948 -3.151 2.153
B 0.444 -1.964 -0.575
H -0.475 7.977 -7.815
H -4.201 -1.776 0.811
H 3.394 2.710 -5.680
H -1.154 0.853 -4.149
H 4.555 -2.378 4.481
H 0.368 0.142 2.204
H -1.275 5.888 -2.498
H 2.204 -1.334 1.672
H 0.373 6.222 -3.050
H 2.108 -2.192 -1.489
H 0.901 -3.255 3.819
H 3.376 0.679 2.519
H -2.209 -4.367 5.602
H 5.076 -1.124 3.310
H -0.463 -1.207 3.048
H 2.108 3.942 -5.900
H -1.226 -0.685 -5.021
H -0.661 0.532 0.079
H 0.575 9.114 -6.908
H -2.177 -1.132 -0.682
H 2.999 3.316 -7.294
H -5.270 -1.695 2.961
H -1.826 -2.255 5.783
H 4.121 0.635 4.221
H 4.240 -2.626 2.659
H -0.420 -4.435 5.492
H 2.380 1.032 4.068
H 0.132 -0.379 -3.929
H -0.294 -2.296 5.296
H 0.282 1.279 -1.250
H -5.940 -5.001 2.465
H -0.350 -5.170 3.356
H 2.502 -1.315 4.765
H -2.099 -5.518 3.488
H 1.168 0.480 0.145
H 0.613 -0.135 3.999
H 2.400 -3.676 2.929
H -1.013 9.631 -7.490
H -0.677 5.084 -3.957
*
```

Mulliken population analysis, charges in e, atoms 1 to 2:
1 P 0.775
2 O -0.333

---

Below is a structure of composition C20H39INO15P, with properties calculated with the ωB97M-V functional and the def2-TZVPD basis.

## Properties
* energy relative to the best compared isomer or geometry (same formula, charge and spin): 49.07 kJ/mol

ORCA input file:
```
! RIJCOSX wB97M-V def2-TZVPD def2/J DEFGRID3
* xyz 0 1
I 1.636 -2.576 1.128
P 2.257 -2.610 -2.000
O 0.317 3.865 2.950
O 3.780 1.979 -4.825
O -0.834 -4.693 -1.451
O 1.561 -6.877 -2.388
O -1.838 -3.419 -3.040
O -1.225 2.835 4.059
O -4.649 5.852 4.687
O 5.950 2.070 -5.463
O 3.261 -3.674 -1.981
O -0.334 4.722 4.941
O 3.027 -1.252 -1.514
O 5.475 1.229 -3.529
O -6.379 6.684 3.488
O -6.614 5.878 5.589
O 1.772 -2.453 -3.537
N 0.024 -9.076 -0.471
C 4.951 1.780 -4.625
C -0.143 -7.660 -0.871
C 1.245 -6.940 -0.995
C -2.067 2.732 5.208
C -0.406 3.892 4.072
C 5.532 2.669 -6.689
C 1.246 4.943 2.824
C -8.007 6.185 5.518
C -5.927 6.189 4.487
C -3.789 6.129 3.582
C -1.119 -0.050 0.955
C -1.199 -3.510 -2.095
C 0.844 -2.956 -0.861
C -0.858 -0.941 -1.456
C -0.583 -2.434 -1.177
C 0.563 -4.505 -1.181
C -0.302 0.010 -0.372
C 4.509 0.867 -2.538
C 1.257 -5.547 -0.335
C -0.400 -0.431 -2.849
H 0.726 5.900 2.806
H 1.768 4.810 1.880
H 1.974 4.920 3.634
H -1.131 -2.628 -0.235
H 0.985 -4.591 -2.202
H 3.806 -1.599 -1.047
H 1.994 -7.587 -0.518
H 4.881 1.996 -7.245
H 2.296 -5.220 -0.208
H 0.806 -5.624 0.666
H -2.683 1.844 5.090
H -0.778 -7.200 -0.105
H -2.784 5.816 3.859
H 2.272 -1.728 -3.949
H 5.031 3.618 -6.503
H -8.484 5.623 4.716
H 0.779 -0.098 -0.218
H 2.395 -7.326 -2.564
H -1.469 2.623 6.112
H 5.048 0.432 -1.700
H -1.952 -0.815 -1.422
H -1.047 0.418 -3.107
H -2.723 3.599 5.284
H 0.307 -9.094 0.503
H -1.684 0.882 1.081
H -0.542 -1.198 -3.618
H 6.427 2.855 -7.278
H -3.771 7.196 3.363
H 3.972 1.749 -2.187
H -8.158 7.254 5.378
H -0.446 1.028 -0.766
H -0.624 -7.655 -1.854
H -8.450 5.889 6.466
H -0.498 -0.224 1.839
H 3.821 0.134 -2.929
H -1.882 -0.843 0.892
H -4.098 5.564 2.703
H 0.731 -9.516 -1.050
H 0.650 -0.112 -2.814
*
```

Mulliken population analysis, charges in e, atoms 1 to 2:
1 I 0.150
2 P 0.857

---

Below is a structure of composition C20H39O7S3Y, with properties calculated with the ωB97M-V functional and the def2-TZVPD basis.

## Properties
* energy relative to the best compared isomer or geometry (same formula, charge and spin): 0.00 kJ/mol

ORCA input file:
```
! RIJCOSX wB97M-V def2-TZVPD def2/J DEFGRID3
* xyz 2 1
Y 0.002 2.605 0.621
S -3.131 -3.885 -2.204
S 0.858 -3.209 -1.718
S -0.093 -3.572 -5.510
O -0.832 -0.887 3.146
O -0.047 4.375 1.534
O -2.018 1.490 2.532
O 1.075 1.161 1.850
O 1.634 2.759 -0.652
O -0.377 1.596 -1.533
O -2.289 2.454 -0.066
C -1.615 -0.231 4.104
C 0.639 1.507 -2.522
C 1.847 0.457 2.559
C -2.610 1.345 -0.870
C 4.565 5.152 0.626
C 1.283 -3.747 -4.360
C -2.200 -4.105 -3.822
C -2.956 2.543 2.271
C 1.438 -0.178 3.844
C -1.417 -2.917 -4.421
C -1.894 -3.101 -1.045
C 1.124 -4.429 -3.018
C 0.505 -1.296 3.567
C 3.305 0.346 2.114
C -2.682 0.468 3.289
C 4.935 4.579 1.780
C -1.387 0.620 -1.371
C 1.719 2.514 -2.048
C -0.519 -3.750 -0.747
C -3.310 2.612 0.866
H 2.773 2.212 -2.261
H -3.215 -0.237 2.611
H -1.050 0.526 4.662
H -1.536 -5.001 -3.691
H 5.325 5.716 0.075
H -2.438 3.500 2.530
H -1.718 -2.149 -1.553
H -2.366 -2.888 -0.085
H 1.495 -2.684 -4.142
H 0.326 -5.201 -3.080
H 2.340 -0.623 4.252
H 0.912 -1.924 2.771
H -3.166 0.642 -0.262
H -2.071 -2.314 -5.085
H 1.599 3.438 -2.599
H -2.958 -4.364 -4.519
H 0.314 -1.863 4.484
H 3.778 -0.643 2.138
H 2.127 -4.188 -4.983
H 3.915 0.927 2.804
H -3.404 0.930 3.982
H 4.188 4.157 2.471
H -0.987 -0.137 -0.712
H 2.061 -4.923 -2.630
H -0.292 -3.490 0.294
H -0.686 -4.864 -0.749
H -0.898 -2.373 -3.639
H 3.605 4.894 0.139
H 3.280 0.761 1.077
H 5.934 4.363 2.047
H 1.057 0.583 4.532
H -0.359 5.026 2.110
H -4.082 3.256 0.529
H 1.102 0.524 -2.524
H 0.286 1.825 -3.512
H -3.221 1.709 -1.731
H -3.877 2.425 2.881
H -2.028 -0.936 4.891
H -1.619 0.115 -2.317
*
```

Mulliken population analysis, charges in e, atoms 1 to 2:
1 Y 1.675
2 S 0.070

---

Below is a structure of composition C20H40AlBr16ClF3, with properties calculated with the ωB97M-V functional and the def2-TZVPD basis.

## Properties
* E_tot: -42972.70184 Eh

ORCA input file:
```
! RIJCOSX wB97M-V def2-TZVPD def2/J DEFGRID3
* xyz -1 1
Br -5.273 6.523 2.634
Br -1.873 2.999 -6.697
Br -0.317 4.068 -3.514
Br -6.284 2.242 -3.674
Br 9.548 -2.675 2.021
Br 2.877 4.736 -1.475
Br -4.873 -2.656 1.213
Br 5.275 -0.166 -1.143
Br 6.310 -0.179 2.386
Br -8.732 7.452 1.719
Br 7.023 -8.163 -0.981
Br 2.632 1.749 0.711
Br -9.368 1.263 -1.896
Br 8.192 -3.361 -1.334
Br 8.371 -7.541 2.390
Br -1.444 -3.711 2.025
Cl -1.464 0.658 -0.939
Al -1.284 0.863 1.316
F -6.218 1.962 1.540
F -4.812 0.945 0.254
F -4.706 3.062 0.554
C -4.936 1.886 1.169
C 7.179 -9.372 0.537
C 6.885 -8.671 1.836
C -3.494 -3.396 0.054
C 8.384 -4.554 0.195
C -2.704 -4.470 0.752
C 7.382 0.068 0.777
C -6.546 5.604 1.484
C -4.009 1.731 2.365
C -7.507 1.154 -1.319
C 6.647 0.885 -0.251
C -3.045 0.529 2.271
C -0.614 2.698 1.889
C 2.831 2.842 -1.938
C 8.083 -3.841 1.485
C -1.712 2.749 -3.844
C -6.716 2.347 -1.776
C -1.450 1.964 -5.098
C -7.352 6.572 0.660
C 1.888 2.074 -1.054
H 7.970 -4.554 2.298
H 6.450 -10.159 0.356
H 7.195 -3.217 1.426
H 6.757 -9.392 2.640
H 7.646 -0.921 0.418
H 6.150 1.753 0.173
H 2.484 2.811 -2.968
H -2.789 0.256 3.299
H -0.505 3.346 1.014
H -0.192 -0.237 1.769
H -7.547 1.115 -0.235
H -2.878 -2.560 -0.268
H -5.762 2.383 -1.270
H 1.699 1.086 -1.467
H 9.391 -4.956 0.158
H -6.745 7.359 0.224
H 0.943 2.584 -0.901
H -3.514 2.680 2.551
H 0.346 2.580 2.383
H -4.027 -3.806 -0.802
H -2.101 1.094 -5.141
H -0.416 1.647 -5.192
H -2.654 3.286 -3.873
H -1.692 2.096 -2.973
H -5.944 4.968 0.841
H -4.674 1.571 3.220
H -1.325 3.112 2.610
H -7.241 3.286 -1.628
H -2.098 -5.020 0.036
H 8.180 -9.791 0.504
H -7.161 4.984 2.127
H 8.281 0.584 1.108
H -7.888 6.048 -0.128
H -3.333 -5.162 1.302
H 6.009 -8.033 1.781
H -7.115 0.217 -1.700
H -3.520 -0.337 1.808
H 3.853 2.483 -1.888
H 7.326 1.204 -1.039
H 7.669 -5.355 0.027
*
```

Mulliken population analysis, charges in e, atoms 1 to 2:
1 Br -0.130
2 Br -0.194